ORCA calculation (ωB97M-V with the def2-TZVPD basis set) on a cluster of 4 separate species, C4H16NO3 in total at a distorted geometry.

XYZ file:
```
24
C4H16NO3 ωB97M-V with the def2-TZVPD basis set
C 0.73 -0.82 -1.04
N 0.11 -0.44 0.32
C 1.18 -0.35 1.26
C 2.44 0.14 0.50
C 2.13 -0.32 -1.01
H 0.87 -1.97 -1.21
H 0.16 -0.29 -1.93
H -0.59 -1.19 0.62
H -0.41 0.53 0.26
H 1.46 -1.38 1.57
H 0.92 0.02 2.32
H 2.75 1.13 0.70
H 3.42 -0.46 1.02
H 2.86 -1.03 -1.45
H 2.27 0.63 -1.76
H -1.40 3.04 -1.58
H -1.06 1.84 -2.48
O -1.30 2.05 -1.54
H -3.32 -2.49 0.75
H -2.99 -1.03 1.27
O -2.57 -1.87 0.95
H -2.70 1.45 0.05
H -2.64 1.75 1.53
O -2.31 1.08 0.87
```

## Properties
ΔE to the lowest compared entry with this formula, charge and spin ... 158.3 kJ/mol
HOMO level ... -14.69 eV
Frontier orbital gap ... 11.80 eV
Charge ... +1
Maximum force ... 4.630 eV/Å
E ... -442.20429 a.u.

ORCA calculation (ωB97M-V with the def2-TZVPD basis set) on a cluster of 10 separate species, C20H30N10 in total at a distorted geometry.

XYZ file:
```
60
C20H30N10 ωB97M-V with the def2-TZVPD basis set
C -2.88 1.56 -1.59
C -2.36 2.02 -0.31
N -1.99 2.42 0.70
H -3.75 0.91 -1.49
H -2.19 1.02 -2.24
H -3.15 2.44 -2.19
C 4.57 -2.79 -1.39
C 3.28 -2.41 -0.80
N 2.29 -2.12 -0.31
H 5.16 -3.20 -0.57
H 5.16 -1.98 -1.81
H 4.42 -3.48 -2.22
C 0.20 3.73 2.31
C -0.49 3.32 3.51
N -1.06 3.04 4.46
H -0.34 4.36 1.62
H 0.56 2.85 1.77
H 1.08 4.30 2.63
C 2.53 -1.50 5.16
C 1.19 -1.39 4.64
N 0.14 -1.30 4.19
H 3.00 -2.44 4.85
H 2.57 -1.52 6.25
H 3.18 -0.68 4.86
C 0.09 1.43 -5.27
C -1.36 1.39 -5.13
N -2.48 1.25 -4.99
H 0.50 2.41 -5.52
H 0.35 0.82 -6.14
H 0.52 1.03 -4.35
C -0.01 -0.18 1.04
C 0.19 0.09 -0.38
N 0.35 0.33 -1.49
H 0.86 -0.58 1.55
H -0.80 -0.91 1.19
H -0.24 0.69 1.65
C -3.35 -0.20 3.59
C -4.74 0.25 3.39
N -5.81 0.63 3.24
H -3.22 -0.63 4.58
H -2.70 0.66 3.50
H -3.07 -0.93 2.83
C -2.58 -3.24 0.63
C -3.43 -2.07 0.43
N -4.08 -1.15 0.24
H -2.79 -3.74 1.58
H -1.55 -2.91 0.76
H -2.70 -4.00 -0.14
C 0.55 -2.57 -3.25
C 0.08 -3.06 -4.54
N -0.21 -3.39 -5.59
H 1.34 -1.84 -3.40
H 0.88 -3.32 -2.53
H -0.26 -2.08 -2.71
C 2.61 3.05 -1.09
C 4.05 3.16 -1.20
N 5.19 3.25 -1.28
H 2.18 2.81 -0.12
H 2.26 2.32 -1.82
H 2.24 4.07 -1.24
```

## Properties
ΔE to the lowest compared entry with this formula, charge and spin ... 62.3 kJ/mol
HOMO level ... -11.03 eV
Frontier orbital gap ... 10.89 eV
Charge ... 0
Maximum force ... 1.333 eV/Å
SMILES string ... CC#N.CC#N.CC#N.CC#N.CC#N.CC#N.CC#N.CC#N.CC#N.CC#N
E ... -1327.54303 a.u.

ORCA calculation (ωB97M-V with the def2-TZVPD basis set) on an isolated molecule of CH5N3O2S at a distorted geometry.

XYZ file:
```
12
CH5N3O2S ωB97M-V with the def2-TZVPD basis set
C -1.09 -0.09 0.38
N 0.75 0.93 -0.49
N -0.60 0.91 -0.20
N -2.46 -0.06 0.44
O 3.08 0.49 0.17
O 1.70 -1.50 -0.57
S 1.83 -0.14 0.39
H -0.39 -0.97 0.69
H 0.91 1.91 -0.40
H 2.19 -1.46 -1.45
H -2.88 -0.64 1.08
H -3.03 0.64 -0.02
```

## Properties
ΔE to the lowest compared entry with this formula, charge and spin ... 217.3 kJ/mol
HOMO level ... -8.22 eV
Frontier orbital gap ... 8.99 eV
Charge ... 0
Maximum force ... 2.934 eV/Å
E ... -753.95475 a.u.

ORCA calculation (ωB97M-V with the def2-TZVPD basis set) on a cluster of 8 separate species, C71H151F3N6O5 in total at a distorted geometry.

XYZ file:
```
236
C71H151F3N6O5 ωB97M-V with the def2-TZVPD basis set
C -5.66 1.71 6.39
C -5.10 2.32 7.66
C -3.75 1.84 8.04
C -2.77 2.06 6.93
N -1.28 1.76 7.20
C -0.54 2.18 5.93
C 0.20 3.47 6.29
C 0.53 3.17 7.75
C -0.77 2.70 8.29
C -1.13 0.28 7.59
C -1.60 -0.77 6.54
C -0.58 -1.91 6.64
H -5.10 2.04 5.49
H -6.66 2.03 6.18
H -5.72 0.61 6.43
H -5.81 2.08 8.44
H -5.14 3.39 7.54
H -3.90 0.83 8.32
H -3.41 2.32 8.93
H -2.75 3.13 6.58
H -2.92 1.31 6.15
H 0.16 1.37 5.59
H -1.23 2.43 5.04
H 1.05 3.66 5.65
H -0.51 4.30 6.26
H 1.20 2.37 8.04
H 0.93 3.92 8.39
H -0.79 2.25 9.25
H -1.46 3.54 8.34
H -1.71 0.15 8.47
H -0.07 0.13 7.74
H -1.55 -0.37 5.53
H -2.59 -1.17 6.66
H -0.87 -2.69 5.95
H -0.47 -2.34 7.64
H 0.40 -1.56 6.35
C 3.85 -6.29 -7.27
C 3.29 -4.93 -6.76
C 3.14 -3.96 -7.91
C 2.68 -2.63 -7.41
N 2.40 -1.47 -8.43
C 1.86 -0.36 -7.64
C 0.37 -0.49 -7.70
C 0.22 -0.85 -9.19
C 1.29 -1.84 -9.44
C 3.72 -1.09 -9.11
C 3.70 0.13 -10.01
C 4.99 0.21 -10.88
H 4.48 -6.21 -8.12
H 3.07 -7.01 -7.51
H 4.47 -6.73 -6.46
H 3.91 -4.53 -5.99
H 2.31 -5.06 -6.34
H 2.41 -4.42 -8.62
H 4.11 -3.76 -8.46
H 3.36 -2.19 -6.64
H 1.71 -2.73 -6.87
H 2.12 0.59 -8.14
H 2.34 -0.32 -6.68
H -0.03 0.49 -7.44
H -0.07 -1.21 -7.01
H 0.31 0.00 -9.86
H -0.76 -1.18 -9.40
H 1.74 -1.69 -10.40
H 0.92 -2.88 -9.31
H 4.09 -2.00 -9.59
H 4.55 -0.94 -8.40
H 3.65 1.03 -9.37
H 2.82 0.08 -10.65
H 5.13 1.25 -11.26
H 4.95 -0.47 -11.69
H 5.82 0.02 -10.24
C 1.68 -3.00 -2.50
C 2.98 -3.93 -2.58
C 3.72 -4.01 -1.15
C 4.90 -5.05 -1.16
N 5.97 -4.78 -0.14
C 7.15 -5.83 -0.27
C 8.46 -4.96 -0.34
C 8.12 -3.56 0.15
C 6.71 -3.40 -0.33
C 5.43 -4.88 1.28
C 4.68 -6.10 1.74
C 4.76 -6.38 3.31
H 1.26 -2.86 -3.52
H 1.92 -2.05 -2.02
H 0.88 -3.55 -2.05
H 3.74 -3.56 -3.28
H 2.65 -4.90 -2.97
H 3.02 -4.28 -0.38
H 4.06 -3.01 -1.04
H 5.44 -5.08 -2.10
H 4.54 -6.04 -0.96
H 6.92 -6.55 0.53
H 7.08 -6.39 -1.20
H 9.25 -5.49 0.16
H 8.76 -4.95 -1.36
H 8.23 -3.44 1.25
H 8.77 -2.83 -0.34
H 6.20 -2.63 0.27
H 6.67 -3.25 -1.40
H 4.91 -3.92 1.46
H 6.38 -4.92 1.96
H 5.08 -6.99 1.23
H 3.63 -6.06 1.46
H 5.75 -6.15 3.70
H 4.50 -7.41 3.52
H 4.02 -5.74 3.83
C 6.32 1.47 -2.11
C 4.92 1.14 -1.42
C 4.85 1.68 -0.01
C 3.58 1.50 0.72
N 3.64 1.63 2.24
C 4.86 0.93 2.88
C 4.37 0.48 4.24
C 2.86 0.18 4.08
C 2.38 1.06 2.86
C 3.66 3.10 2.66
C 2.59 4.02 2.00
C 1.98 5.09 2.85
H 6.45 0.93 -3.08
H 7.11 1.41 -1.38
H 6.37 2.56 -2.38
H 4.67 0.03 -1.49
H 4.09 1.50 -2.05
H 5.08 2.76 0.04
H 5.68 1.17 0.59
H 3.20 0.49 0.52
H 2.87 2.28 0.32
H 5.71 1.61 2.94
H 5.05 0.13 2.20
H 4.45 1.31 4.97
H 4.94 -0.32 4.65
H 2.25 0.48 4.95
H 2.67 -0.87 3.90
H 1.72 1.87 3.10
H 1.94 0.49 2.03
H 4.64 3.41 2.30
H 3.69 3.20 3.75
H 1.82 3.29 1.81
H 2.93 4.42 1.05
H 2.75 5.79 3.11
H 1.69 4.63 3.80
H 1.15 5.56 2.37
C -6.58 -5.51 -5.15
C -5.80 -4.47 -4.27
C -6.73 -3.59 -3.40
C -5.91 -2.86 -2.29
N -6.63 -2.08 -1.21
C -5.72 -1.61 -0.08
C -6.41 -0.50 0.63
C -7.28 0.17 -0.50
C -7.25 -0.79 -1.72
C -7.78 -2.89 -0.66
C -7.33 -4.18 -0.02
C -8.62 -4.96 0.44
H -7.20 -5.07 -5.94
H -7.31 -6.08 -4.55
H -5.91 -6.19 -5.67
H -5.21 -3.85 -4.95
H -5.15 -5.07 -3.65
H -7.41 -4.39 -2.97
H -7.27 -2.79 -3.91
H -5.27 -2.12 -2.86
H -5.18 -3.53 -1.79
H -5.45 -2.46 0.53
H -4.81 -1.28 -0.55
H -7.03 -0.94 1.40
H -5.74 0.24 1.05
H -8.33 0.21 -0.21
H -6.94 1.14 -0.83
H -8.17 -1.16 -2.18
H -6.62 -0.39 -2.54
H -8.48 -3.03 -1.45
H -8.27 -2.31 0.13
H -6.69 -3.95 0.86
H -6.83 -4.81 -0.76
H -9.05 -4.48 1.28
H -8.40 -6.02 0.62
H -9.32 -4.94 -0.38
C -6.43 4.68 -0.21
C -6.02 5.02 1.26
C -4.87 6.04 1.28
C -3.53 5.38 0.78
N -2.32 6.25 0.72
C -2.43 7.22 -0.44
C -0.93 7.36 -0.89
C -0.12 6.23 -0.21
C -1.19 5.29 0.43
C -2.08 6.98 2.08
C -2.09 6.08 3.28
C -1.97 7.02 4.45
H -7.53 4.48 -0.29
H -5.75 3.99 -0.73
H -6.28 5.61 -0.78
H -5.64 4.15 1.82
H -6.83 5.39 1.87
H -4.77 6.54 2.25
H -5.06 6.88 0.57
H -3.74 4.85 -0.20
H -3.36 4.58 1.53
H -2.89 8.15 -0.06
H -3.11 6.77 -1.13
H -0.49 8.27 -0.60
H -0.86 7.26 -2.00
H 0.61 6.71 0.46
H 0.39 5.61 -0.93
H -0.77 4.91 1.36
H -1.56 4.53 -0.30
H -2.95 7.70 2.19
H -1.22 7.58 1.96
H -1.33 5.26 3.21
H -3.06 5.59 3.33
H -2.06 6.50 5.36
H -2.73 7.79 4.44
H -0.97 7.43 4.34
C -1.09 1.58 1.97
O -0.79 1.78 0.54
O -0.86 2.64 2.72
C -2.61 1.20 1.88
F -2.86 -0.17 1.35
F -3.04 1.23 3.13
F -3.39 1.97 1.11
C -0.33 0.59 -0.16
C 0.09 1.05 -1.56
H 0.28 0.23 -2.29
H -0.74 1.73 -1.91
H 0.98 1.66 -1.43
H -1.21 -0.05 -0.23
H 0.48 0.15 0.38
H -0.67 0.57 2.25
O 2.45 -2.96 2.13
C 2.92 -2.00 1.26
O 4.15 -1.86 1.39
O 2.19 -1.47 0.38
H 3.30 -3.02 2.64
```

## Properties
ΔE to the lowest compared entry with this formula, charge and spin ... 0.0 kJ/mol
HOMO level ... -14.21 eV
Frontier orbital gap ... 8.08 eV
Charge ... +4
Maximum force ... 3.262 eV/Å
E ... -3798.89546 a.u.

ORCA calculation (ωB97M-V with the def2-TZVPD basis set) on a structure of composition C22H35NO2P2PbS2 at a distorted geometry.

XYZ file:
```
65
C22H35NO2P2PbS2 ωB97M-V with the def2-TZVPD basis set
P 1.65 -1.63 -2.91
P 1.79 1.79 -2.30
C 1.21 -0.32 -4.15
C 2.03 0.97 -4.02
H 0.13 -0.13 -4.04
H 1.35 -0.74 -5.16
H 3.11 0.80 -4.22
H 1.64 1.69 -4.77
C 0.07 2.21 -2.91
H -0.49 2.81 -2.19
H -0.49 1.28 -3.07
H 0.18 2.74 -3.87
C 2.43 3.54 -2.65
H 1.95 3.93 -3.56
H 3.53 3.54 -2.78
H 2.18 4.21 -1.81
C 0.32 -2.79 -3.66
H 0.31 -3.73 -3.07
H 0.58 -3.03 -4.71
H -0.67 -2.31 -3.61
C 2.95 -2.33 -4.11
H 3.74 -1.59 -4.25
H 2.48 -2.56 -5.09
H 3.37 -3.27 -3.70
Pb 2.24 0.81 1.17
C -2.66 1.60 -0.76
C -3.53 1.15 -1.70
C -4.17 -0.23 -1.80
C -4.25 -1.01 -0.47
C -3.07 -1.87 -0.15
C -1.89 -1.83 -0.77
C -1.27 -0.52 -1.26
C -1.41 0.79 -0.39
C 2.08 -1.31 1.88
H -2.88 2.53 -0.27
H -3.93 1.90 -2.41
H -3.73 -0.89 -2.57
H -5.20 0.06 -2.08
H -4.60 -0.31 0.33
H -5.07 -1.73 -0.57
H -3.17 -2.60 0.70
H -1.26 -2.74 -0.82
H -1.57 -0.30 -2.30
H -0.20 -0.78 -1.30
H -1.38 0.56 0.69
H -0.49 1.43 -0.55
H 2.23 -1.46 2.97
H 2.76 -1.93 1.26
H 1.03 -1.46 1.58
O 3.68 1.02 6.04
S 2.87 0.04 5.38
O 3.33 -1.32 5.20
N 2.18 0.68 3.88
C 0.89 0.98 3.98
S 0.10 1.82 2.74
C 0.31 0.54 5.26
C -1.01 0.66 5.70
C -1.32 0.32 7.02
C -0.33 -0.13 7.91
C 1.00 -0.21 7.48
C 1.28 0.06 6.14
H -1.77 1.03 5.02
H -2.35 0.41 7.35
H -0.61 -0.37 8.94
H 1.80 -0.46 8.18
```

## Properties
ΔE to the lowest compared entry with this formula, charge and spin ... 62.7 kJ/mol
HOMO level ... -7.89 eV
Frontier orbital gap ... 7.38 eV
Charge ... 0
Maximum force ... 2.852 eV/Å
E ... -2736.27100 a.u.

ORCA calculation (ωB97M-V with the def2-TZVPD basis set) on a cluster of 2 separate species, C5H7OP in total at a distorted geometry.

XYZ file:
```
14
C5H7OP ωB97M-V with the def2-TZVPD basis set
C -1.49 -0.37 2.12
C -1.12 -1.47 1.30
C -1.31 0.71 1.32
C -0.65 -0.94 0.20
C 1.84 -0.26 -1.82
O -0.79 0.44 0.16
P 1.03 1.26 -1.79
H -2.03 -0.38 3.04
H -1.45 -2.51 1.51
H -1.22 1.78 1.63
H 1.37 -0.94 -2.61
H 2.54 -0.81 -1.20
H 1.53 1.53 -3.00
H 1.75 1.96 -0.87
```

## Properties
ΔE to the lowest compared entry with this formula, charge and spin ... 609.5 kJ/mol
HOMO level (spin up / spin down) ... -9.12 / -7.38 eV
Frontier orbital gap (spin up / spin down) ... 9.35 / 6.41 eV
Charge ... 0
Maximum force ... 4.212 eV/Å
E ... -611.05434 a.u.

ORCA calculation (ωB97M-V with the def2-TZVPD basis set) on an isolated molecule of C4H10ClNO at a distorted geometry.

XYZ file:
```
17
C4H10ClNO ωB97M-V with the def2-TZVPD basis set
C -1.75 0.55 0.38
C -0.62 -0.36 -0.13
C -0.70 -1.74 0.54
N 0.67 0.20 0.21
C 1.74 0.67 -0.93
O 2.99 0.60 -0.48
Cl 1.28 2.35 -1.45
H -1.63 0.71 1.45
H -1.72 1.51 -0.12
H -2.72 0.09 0.21
H -0.71 -0.48 -1.21
H -1.69 -2.17 0.44
H -0.46 -1.63 1.60
H 0.03 -2.41 0.10
H 0.57 0.99 0.83
H 1.60 0.02 -1.79
H 3.10 1.10 0.34
```

## Properties
ΔE to the lowest compared entry with this formula, charge and spin ... 121.4 kJ/mol
HOMO level ... -9.04 eV
Frontier orbital gap ... 9.87 eV
Charge ... 0
Maximum force ... 4.471 eV/Å
SMILES string ... CC(C)N[C@H](O)Cl
E ... -748.57475 a.u.

ORCA calculation (ωB97M-V with the def2-TZVPD basis set) on an isolated molecule of C4H8N2O at a distorted geometry.

XYZ file:
```
15
C4H8N2O ωB97M-V with the def2-TZVPD basis set
C -0.82 0.98 -0.23
C -0.65 0.87 1.22
C 0.87 -1.83 -0.72
N 0.49 -0.55 -0.15
C 0.12 -0.57 1.13
N -0.16 1.96 -0.90
O -0.04 -1.43 1.97
H -1.75 0.63 -0.68
H 0.77 2.18 -0.57
H -0.21 1.95 -1.91
H 0.03 1.59 1.69
H -1.58 0.73 1.77
H 1.79 -2.21 -0.26
H 0.09 -2.59 -0.57
H 1.06 -1.70 -1.79
```

## Properties
ΔE to the lowest compared entry with this formula, charge and spin ... 251.1 kJ/mol
HOMO level ... -8.72 eV
Frontier orbital gap ... 9.40 eV
Charge ... 0
Maximum force ... 3.158 eV/Å
E ... -341.90802 a.u.

ORCA calculation (ωB97M-V with the def2-TZVPD basis set) on an isolated molecule of C10H18N2 at a distorted geometry.

XYZ file:
```
30
C10H18N2 ωB97M-V with the def2-TZVPD basis set
C -2.66 0.76 -0.88
C -2.01 1.08 0.50
C -1.02 -0.02 0.95
C 0.22 -0.37 0.08
N -0.19 -0.80 -1.26
C -0.35 -2.27 -1.45
C 1.13 -1.36 0.73
C 1.95 -0.26 1.34
C 1.41 0.62 0.21
C 1.39 2.25 0.50
C 2.42 0.42 -0.86
N 3.23 0.28 -1.66
H -1.84 1.02 -1.69
H -3.57 1.37 -1.10
H -2.96 -0.34 -1.01
H -2.83 1.09 1.21
H -1.51 2.03 0.41
H -1.64 -0.91 1.25
H -0.60 0.40 1.85
H -1.05 -0.38 -1.59
H 0.57 -2.80 -1.27
H -1.17 -2.70 -0.82
H -0.57 -2.36 -2.50
H 1.73 -1.90 0.08
H 0.61 -2.04 1.45
H 1.65 0.04 2.34
H 3.04 -0.26 1.42
H 1.06 2.32 1.56
H 1.04 2.75 -0.37
H 2.51 2.38 0.58
```

## Properties
ΔE to the lowest compared entry with this formula, charge and spin ... 233.8 kJ/mol
HOMO level ... -8.71 eV
Frontier orbital gap ... 9.54 eV
Charge ... 0
Maximum force ... 4.659 eV/Å
SMILES string ... CCC[C@]1(NC)CC[C@@]1(C)C#N
E ... -501.24938 a.u.

ORCA calculation (ωB97M-V with the def2-TZVPD basis set) on a cluster of 2 separate species, C5H8N2 in total at a distorted geometry.

XYZ file:
```
15
C5H8N2 ωB97M-V with the def2-TZVPD basis set
C -2.28 0.42 0.12
C -1.46 -0.21 -0.92
C 1.24 0.56 -0.46
C 0.59 1.84 -0.64
N 0.13 2.89 -0.79
N 1.12 -0.08 0.63
C 1.90 -1.29 0.77
H -1.96 1.43 0.39
H -3.19 0.55 -0.50
H -2.58 -0.17 1.00
H -1.63 -1.31 -0.85
H 1.87 0.23 -1.29
H 2.55 -1.50 -0.08
H 1.22 -2.14 0.93
H 2.51 -1.20 1.68
```

## Properties
ΔE to the lowest compared entry with this formula, charge and spin ... 526.1 kJ/mol
HOMO level ... -8.74 eV
Frontier orbital gap ... 8.62 eV
Charge ... 0
Maximum force ... 1.125 eV/Å
E ... -304.63512 a.u.

ORCA calculation (ωB97M-V with the def2-TZVPD basis set) on an isolated molecule of C3H4N2OS at a distorted geometry.

XYZ file:
```
11
C3H4N2OS ωB97M-V with the def2-TZVPD basis set
O -3.73 0.40 1.19
C -2.75 0.92 0.75
N -1.60 0.34 0.27
N -0.54 1.07 -0.11
C 0.56 0.43 -0.19
C 0.49 -1.06 -0.07
S -1.28 -1.33 0.50
H -2.79 2.08 0.57
H 1.55 0.80 -0.47
H 0.69 -1.65 -0.97
H 1.17 -1.44 0.58
```

## Properties
ΔE to the lowest compared entry with this formula, charge and spin ... 218.4 kJ/mol
HOMO level ... -8.54 eV
Frontier orbital gap ... 9.14 eV
Charge ... 0
Maximum force ... 3.702 eV/Å
SMILES string ... O=CN1N=CCS1
E ... -699.58896 a.u.

Question: What is the E in the sixth record?
Answer: -611.05434 a.u.

Question: Which of these has the highest charge?
Answer: C71H151F3N6O5